Entry 1:
C14H20BBr10F24O8P4Zr as an isolated structure. Source: the Open Molecules 2025 dataset; level of theory: ωB97M-V/def2-TZVPD.

XYZ file:
```
82
Properties=species:S:1:pos:R:3:lowdin_charge:R:1
Zr -0.246 -2.637 -0.514 2.27
P -0.655 -5.030 1.265 0.21
F -0.278 -6.415 0.545 -0.07
F 0.722 -4.225 0.833 -0.21
F -1.288 -4.496 -0.171 -0.22
F -1.059 -3.546 1.643 -0.16
F -2.102 -5.469 1.808 -0.09
F 0.023 -5.403 2.649 -0.08
P -2.367 -2.185 -3.274 0.27
F -3.091 -0.928 -3.959 -0.10
F -3.659 -2.182 -2.305 -0.12
F -3.107 -3.304 -4.167 -0.10
F -1.609 -3.205 -2.231 -0.25
F -1.053 -2.168 -4.193 -0.11
F -1.639 -1.285 -2.063 -0.25
P 0.988 -0.034 0.866 0.22
F -0.508 0.283 1.362 -0.13
F 1.158 1.425 0.237 -0.17
F 1.635 0.221 2.308 -0.11
F 2.403 -0.591 0.279 -0.14
F 0.607 -1.600 1.146 -0.26
F 0.353 -0.492 -0.580 -0.28
P 1.948 -3.328 -2.322 0.21
F 0.857 -2.154 -2.403 -0.24
F 1.926 -2.991 -0.726 -0.22
F 0.613 -4.147 -1.813 -0.22
F 2.786 -4.588 -1.864 -0.07
F 1.692 -3.847 -3.804 -0.05
F 3.187 -2.355 -2.664 -0.08
O -5.891 0.459 -3.235 0.14
C -5.677 0.679 -2.057 -0.36
O -5.495 -0.245 -1.139 0.23
B -4.764 0.322 -0.012 -0.98
O -5.055 1.766 -0.066 0.16
C -5.486 2.050 -1.327 -0.33
O -5.647 3.139 -1.829 0.14
O -3.339 -0.043 -0.196 0.20
C -3.043 -1.039 0.537 -0.37
O -2.025 -1.707 0.409 -0.05
C -4.208 -1.268 1.499 -0.42
O -5.138 -0.342 1.265 0.13
O -4.189 -2.215 2.280 0.15
Br 1.368 0.680 -3.430 0.76
C 2.527 2.246 -3.672 -0.62
C 3.094 2.565 -2.293 -0.74
Br 4.367 4.019 -2.314 0.63
H 1.974 3.054 -4.148 0.06
H 3.292 1.879 -4.353 0.05
H 3.622 1.661 -1.994 0.05
H 2.285 2.744 -1.586 0.01
Br 1.804 4.478 1.005 0.62
C 2.845 3.328 2.234 -0.73
C 4.143 2.937 1.515 -0.65
Br 5.336 2.312 2.953 0.64
H 2.250 2.459 2.506 -0.03
H 3.045 3.855 3.165 0.02
H 4.606 3.766 0.986 0.03
H 3.981 2.064 0.886 0.04
Br 3.178 -2.575 2.994 0.67
C 4.226 -1.233 3.970 -0.68
C 4.911 -1.905 5.155 -0.69
Br 6.137 -3.343 4.606 0.57
H 3.558 -0.479 4.385 0.06
H 4.937 -0.755 3.299 0.03
H 4.090 -2.270 5.770 0.06
H 5.477 -1.146 5.693 0.06
Br -1.874 4.727 -5.240 0.62
C -1.799 4.222 -3.379 -0.71
C -1.549 2.711 -3.217 -0.65
Br -1.367 2.234 -1.321 0.76
H -2.757 4.532 -2.965 0.05
H -0.988 4.737 -2.866 0.05
H -0.608 2.515 -3.724 -0.02
H -2.368 2.126 -3.631 0.06
Br 0.405 2.891 4.537 0.65
C -0.999 1.705 3.788 -0.64
C -1.965 2.558 2.886 -0.55
Br -3.610 1.431 2.685 0.94
H -1.562 1.269 4.611 0.04
H -0.513 0.876 3.283 0.02
H -1.535 2.723 1.900 0.03
H -2.244 3.521 3.307 0.05
```

Calculated values
Strongest force on any atom   5.051 eV/A
Charge   -1
Energy relative to the best compared isomer or geometry (same formula, charge and spin)   0.0000 eV


Entry 2:
C34H53IN4PbSi2Te as an isolated structure. Source: the Open Molecules 2025 dataset; level of theory: ωB97M-V/def2-TZVPD.

XYZ file:
```
96
Properties=species:S:1:pos:R:3:lowdin_charge:R:1
Pb -0.323 0.064 0.953 1.31
C -2.999 -1.118 3.290 -0.23
Si -1.348 -1.400 4.106 0.34
C -1.385 -3.215 4.660 -0.17
C -1.345 -0.344 5.685 -0.18
N -0.065 -1.006 3.030 -0.24
C 1.262 -1.162 3.422 -0.34
C 1.627 -1.619 4.694 -0.09
C 2.947 -1.721 5.127 -0.15
C 3.962 -1.355 4.265 -0.15
C 3.635 -0.915 2.987 -0.09
C 2.319 -0.819 2.513 -0.35
N 2.008 -0.395 1.234 -0.24
Si 3.234 -0.188 0.048 0.35
C 4.369 -1.691 -0.170 -0.17
C 2.469 0.135 -1.623 -0.18
C 4.397 1.282 0.387 -0.18
H -3.780 -0.981 4.044 0.03
H -3.290 -1.964 2.663 0.02
H -3.009 -0.247 2.636 -0.04
H -2.351 -3.416 5.134 0.02
H -0.597 -3.499 5.359 0.01
H -1.304 -3.865 3.785 0.01
H -2.297 -0.455 6.212 0.02
H -1.228 0.711 5.421 0.02
H -0.541 -0.600 6.376 0.01
H 0.848 -1.893 5.391 0.05
H 3.160 -2.070 6.131 0.08
H 5.002 -1.402 4.570 0.08
H 4.443 -0.619 2.329 0.05
H 3.779 -2.583 -0.383 0.01
H 4.985 -1.899 0.706 0.01
H 5.035 -1.520 -1.023 0.02
H 2.117 -0.779 -2.106 0.01
H 3.197 0.606 -2.290 0.02
H 1.608 0.799 -1.546 0.00
H 5.208 1.042 1.078 0.01
H 3.838 2.120 0.813 0.02
H 4.845 1.619 -0.552 0.01
C 0.604 2.604 -5.475 -0.09
C 1.003 2.632 -3.998 -0.39
C 2.440 3.132 -3.835 -0.07
C 0.034 3.470 -3.185 -0.13
C -0.054 4.836 -3.443 -0.06
C -0.909 5.654 -2.727 -0.10
C -1.699 5.100 -1.731 -0.05
C -1.644 3.744 -1.434 -0.13
C -2.519 3.184 -0.329 -0.38
C -2.040 3.669 1.041 -0.07
C -3.992 3.537 -0.535 -0.09
C -0.770 2.926 -2.170 -0.15
N -0.652 1.559 -1.829 0.08
C -1.134 0.686 -2.613 -0.18
C -1.065 -0.761 -2.386 -0.53
C -1.732 -1.691 -3.288 -0.53
C -1.592 -2.953 -2.603 -0.11
C -0.882 -2.724 -1.466 -0.27
N -0.545 -1.373 -1.330 0.06
C -0.430 -3.765 -0.468 -0.54
C 1.055 -3.578 -0.160 -0.05
C -0.637 -5.165 -1.055 -0.07
C -1.247 -3.662 0.824 -0.05
H 1.308 1.994 -6.044 0.07
H 0.598 3.613 -5.899 0.07
H -0.385 2.164 -5.603 0.06
H 0.973 1.604 -3.639 0.07
H 2.571 4.124 -4.277 0.07
H 3.133 2.450 -4.332 0.08
H 2.718 3.189 -2.781 0.08
H 0.564 5.262 -4.225 0.10
H -0.962 6.714 -2.942 0.09
H -2.373 5.735 -1.169 0.10
H -2.441 2.097 -0.340 0.07
H -2.158 4.754 1.132 0.07
H -0.985 3.435 1.197 0.06
H -2.619 3.190 1.834 0.08
H -4.159 4.617 -0.466 0.06
H -4.602 3.047 0.224 0.03
H -4.342 3.201 -1.513 0.08
H -1.669 0.969 -3.525 0.12
H -2.618 -1.407 -3.838 0.08
H -1.957 -3.899 -2.965 0.10
H 1.647 -3.669 -1.074 0.09
H 1.388 -4.341 0.550 0.09
H 1.256 -2.602 0.281 0.05
H -0.107 -5.274 -2.004 0.09
H -1.696 -5.374 -1.224 0.08
H -0.254 -5.912 -0.356 0.08
H -1.102 -2.707 1.330 0.03
H -0.932 -4.444 1.522 0.08
H -2.315 -3.779 0.621 0.09
Te -0.051 -1.333 -4.812 0.53
I -5.204 -0.116 0.492 0.42
C -3.070 -0.487 -0.026 -0.73
H -3.043 0.041 -0.989 -0.12
H -3.135 -1.549 -0.299 -0.11
```

Calculated values
Strongest force on any atom   0.511 eV/A
Charge   -2
Energy relative to the best compared isomer or geometry (same formula, charge and spin)   1.0871 eV


no.,molecular weight (Da)
1,1797.230
2,1035.702